No. 1
A structure of composition C42H54BBiBrN8O3S4Si2, computed with ωB97M-V/def2-TZVPD.

The value obtained for the LUMO energy is 0.06812 hartree. As for the total energy: -7282.0997 Eh. The relative energy (zero: lowest compared OMol25 entry of this formula, charge and spin) comes out at 0.0 kcal per mole. The value obtained for the HOMO-LUMO gap is 6.6 eV. As for the total charge: -1. The HOMO energy is -4.7 eV.

Atoms and positions in Å:
Bi (0.188, 0.152, 0.063)
N (-1.379, -2.711, 0.247)
C (-0.591, -3.192, 1.288)
C (0.146, -4.368, 1.138)
C (0.969, -4.831, 2.150)
C (1.042, -4.149, 3.355)
C (0.304, -2.984, 3.515)
C (-0.490, -2.477, 2.493)
C (-1.268, -1.225, 2.703)
C (-2.165, -1.221, 3.772)
C (-2.986, -0.134, 4.022)
C (-2.938, 0.961, 3.183)
C (-2.036, 0.974, 2.130)
C (-1.170, -0.085, 1.875)
H (-1.470, -3.347, -0.528)
H (-2.249, -2.249, 0.503)
H (0.085, -4.903, 0.196)
H (1.559, -5.725, 1.990)
H (1.689, -4.500, 4.148)
H (0.373, -2.422, 4.439)
H (-2.251, -2.114, 4.380)
H (-3.681, -0.158, 4.853)
H (-3.607, 1.799, 3.330)
H (-2.000, 1.844, 1.493)
O (-3.074, -0.604, -6.571)
C (-2.291, -0.496, -5.469)
C (-2.386, -1.374, -4.398)
C (-1.556, -1.185, -3.313)
N (-0.641, -0.218, -3.264)
C (-0.576, 0.599, -4.289)
Br (0.711, 1.991, -4.172)
C (-1.368, 0.538, -5.420)
H (-3.679, -1.342, -6.462)
H (-3.104, -2.186, -4.425)
H (-1.616, -1.819, -2.434)
H (-1.284, 1.250, -6.226)
O (2.908, -1.199, 3.664)
C (3.916, -1.874, 3.095)
C (4.952, -2.288, 3.934)
C (6.034, -2.977, 3.427)
C (6.095, -3.273, 2.069)
C (5.065, -2.873, 1.238)
C (3.958, -2.170, 1.723)
C (2.847, -1.765, 0.785)
O (2.008, -0.858, 1.215)
N (2.916, -2.346, -0.370)
N (1.955, -2.119, -1.333)
C (2.394, -2.417, -2.492)
S (4.073, -3.001, -2.683)
C (3.981, -3.081, -4.502)
C (2.560, -3.423, -4.891)
S (1.459, -2.311, -3.967)
H (2.280, -0.962, 2.949)
H (4.878, -2.057, 4.989)
H (6.838, -3.280, 4.087)
H (6.940, -3.816, 1.664)
H (5.093, -3.100, 0.184)
H (4.681, -3.846, -4.838)
H (4.275, -2.114, -4.910)
H (2.319, -4.453, -4.626)
H (2.364, -3.259, -5.950)
C (-5.500, -2.709, -2.483)
N (-5.398, -1.299, -2.213)
C (-5.697, -0.277, -3.103)
C (-5.620, 0.871, -2.410)
N (-5.286, 0.583, -1.101)
B (-5.383, 1.631, 0.034)
N (-4.285, 2.771, -0.102)
C (-4.577, 4.016, 0.414)
C (-3.514, 4.825, 0.243)
N (-2.550, 4.070, -0.389)
C (-1.257, 4.560, -0.816)
C (-3.024, 2.799, -0.578)
S (-2.103, 1.575, -1.354)
C (-5.148, -0.758, -0.969)
S (-4.760, -1.661, 0.401)
H (-6.479, -2.948, -2.903)
H (-5.374, -3.228, -1.535)
H (-4.722, -3.049, -3.171)
H (-5.940, -0.463, -4.136)
H (-5.776, 1.886, -2.734)
H (-6.445, 2.205, -0.105)
H (-5.271, 1.100, 1.098)
H (-5.537, 4.219, 0.858)
H (-3.359, 5.856, 0.511)
H (-1.346, 5.610, -1.090)
H (-0.927, 3.977, -1.673)
H (-0.518, 4.461, -0.022)
C (3.422, 3.689, -0.849)
Si (3.008, 2.028, -0.025)
C (3.316, 0.734, -1.360)
C (4.307, 1.717, 1.308)
C (1.233, 2.157, 0.596)
Si (1.055, 2.997, 2.268)
C (1.466, 1.883, 3.714)
C (-0.611, 3.821, 2.648)
C (2.227, 4.498, 2.331)
H (4.495, 3.766, -1.052)
H (3.140, 4.536, -0.218)
H (2.894, 3.791, -1.803)
H (4.315, 0.872, -1.784)
H (2.592, 0.797, -2.176)
H (3.279, -0.278, -0.954)
H (5.305, 1.857, 0.882)
H (4.247, 0.691, 1.680)
H (4.211, 2.389, 2.163)
H (0.735, 2.812, -0.131)
H (0.738, 1.068, 3.783)
H (1.442, 2.437, 4.656)
H (2.458, 1.445, 3.607)
H (-1.243, 3.161, 3.240)
H (-1.179, 4.107, 1.757)
H (-0.435, 4.730, 3.232)
H (3.244, 4.259, 2.013)
H (2.279, 4.885, 3.355)
H (1.860, 5.306, 1.690)

These are the Mulliken partial charges, in e, on atoms 1 to 99: number 1, Bi, carries 1.334; number 2, N, carries 0.171; number 3, C, carries 0.495; number 4, C, carries -0.523; number 5, C, carries -0.758; number 6, C, carries -0.900; number 7, C, carries -0.494; number 8, C, carries 0.286; number 9, C, carries 0.815; number 10, C, carries -0.256; number 11, C, carries -1.413; number 12, C, carries -1.002; number 13, C, carries 0.086; number 14, C, carries 0.088; number 15, H, carries 0.335; number 16, H, carries -0.358; number 17, H, carries 0.312; number 18, H, carries 0.367; number 19, H, carries 0.389; number 20, H, carries 0.358; number 21, H, carries 0.450; number 22, H, carries 0.335; number 23, H, carries 0.496; number 24, H, carries 0.146; number 25, O, carries -0.602; number 26, C, carries 0.654; number 27, C, carries -0.494; number 28, C, carries -0.170; number 29, N, carries 0.502; number 30, C, carries 0.051; number 31, Br, carries -0.164; number 32, C, carries -0.849; number 33, H, carries 0.310; number 34, H, carries 0.241; number 35, H, carries 0.044; number 36, H, carries 0.496; number 37, O, carries -0.715; number 38, C, carries 0.035; number 39, C, carries -0.626; number 40, C, carries -0.382; number 41, C, carries -0.815; number 42, C, carries -0.756; number 43, C, carries -0.061; number 44, C, carries 0.016; number 45, O, carries 0.858; number 46, N, carries -0.350; number 47, N, carries 0.359; number 48, C, carries -0.344; number 49, S, carries -0.053; number 50, C, carries -0.584; number 51, C, carries -0.577; number 52, S, carries 0.030; number 53, H, carries -0.604; number 54, H, carries 0.442; number 55, H, carries 0.390; number 56, H, carries 0.418; number 57, H, carries 0.434; number 58, H, carries 0.374; number 59, H, carries 0.273; number 60, H, carries 0.277; number 61, H, carries 0.391; number 62, C, carries -0.939; number 63, N, carries 0.402; number 64, C, carries -0.679; number 65, C, carries -0.696; number 66, N, carries 0.063; number 67, B, carries 0.574; number 68, N, carries 0.530; number 69, C, carries -0.897; number 70, C, carries -0.479; number 71, N, carries 0.438; number 72, C, carries -0.989; number 73, C, carries -1.709; number 74, S, carries 0.637; number 75, C, carries -0.059; number 76, S, carries -0.517; number 77, H, carries 0.359; number 78, H, carries 0.306; number 79, H, carries 0.212; number 80, H, carries 0.506; number 81, H, carries 0.511; number 82, H, carries -0.238; number 83, H, carries -0.197; number 84, H, carries 0.507; number 85, H, carries 0.498; number 86, H, carries 0.417; number 87, H, carries 0.309; number 88, H, carries 0.222; number 89, C, carries -1.276; number 90, Si, carries 0.444; number 91, C, carries -0.086; number 92, C, carries -0.667; number 93, C, carries 0.741; number 94, Si, carries 0.622; number 95, C, carries -0.880; number 96, C, carries -0.896; number 97, C, carries -1.389; number 98, H, carries 0.348; number 99, H, carries 0.339

---

No. 2
A cluster of 2 separate species, C4H9N2 in total in a non-equilibrium geometry, computed with ωB97M-V/def2-TZVPD.

The value obtained for the LUMO energy (alpha / beta) is -0.15701 / -0.15700 hartree. As for the total energy: -266.9311 Eh. The relative energy (zero: lowest compared OMol25 entry of this formula, charge and spin) comes out at 105.5 kcal per mole. The value obtained for the HOMO-LUMO gap (alpha / beta) is 8.2 / 8.2 eV. As for the total charge: +1. The HOMO energy (alpha / beta) is -12.5 / -12.5 eV.

Atoms and positions in Å:
C (-1.999, -0.431, 1.248)
C (1.349, 0.167, -0.376)
C (-0.962, 1.335, -0.021)
C (0.914, -1.148, 0.178)
N (-1.663, 0.598, 0.619)
N (1.432, 0.567, -1.642)
H (-2.322, -0.519, 2.335)
H (-2.274, -1.215, 0.600)
H (1.514, 0.897, 0.338)
H (-1.317, 2.330, -0.363)
H (1.913, -1.581, 0.605)
H (0.273, -1.781, -0.520)
H (0.414, -0.847, 1.130)
H (1.675, 1.479, -1.634)
H (1.055, 0.148, -2.497)

Charges obtained by Mulliken population analysis, quoted in units of e: number 1, C, carries -0.492; number 2, C, carries -0.178; number 3, C, carries -0.260; number 4, C, carries -0.734; number 5, N, carries 0.029; number 6, N, carries -0.255; number 7, H, carries 0.275; number 8, H, carries 0.340; number 9, H, carries 0.531; number 10, H, carries 0.305; number 11, H, carries 0.319; number 12, H, carries 0.318; number 13, H, carries 0.267; number 14, H, carries 0.268; number 15, H, carries 0.267

---

No. 3
A cluster of 2 separate species, C20H23ClN4O6S in total in a non-equilibrium geometry, computed with ωB97M-V/def2-TZVPD.

The value obtained for the LUMO energy is -0.01254 hartree. As for the total energy: -2304.8469 Eh. The relative energy (zero: lowest compared OMol25 entry of this formula, charge and spin) comes out at 0.0 kcal per mole. The value obtained for the HOMO-LUMO gap is 8.1 eV. The SMILES is COc1ccc(Cl)cc1NC(=O)CSc1ccc(C(=O)O)cn1.CNC(=O)CNC(C)=O. The HOMO energy is -8.5 eV.

Atoms and positions in Å:
O (-2.104, 5.309, -5.157)
O (3.303, -5.941, 3.595)
O (-0.803, 2.770, 2.654)
O (1.705, -7.508, -0.210)
Cl (0.523, -2.077, 1.711)
N (-1.848, 5.135, -1.062)
O (-0.820, 7.157, -5.322)
O (-1.111, 2.077, -2.223)
S (-1.027, 6.040, 1.344)
C (-1.446, 6.185, -4.623)
C (2.403, -5.119, 3.497)
C (-1.312, 3.257, 1.654)
C (1.805, -7.030, 0.913)
C (-1.934, 5.191, -2.405)
C (-1.148, 6.081, -0.417)
C (-0.516, 7.116, -1.105)
C (0.170, -1.136, -0.825)
C (-0.214, -0.170, -1.759)
C (-0.594, 7.181, -2.493)
C (-0.419, 0.367, 0.962)
C (0.063, -0.871, 0.538)
C (-0.707, 1.087, -1.344)
C (-1.320, 6.192, -3.166)
C (-0.799, 1.365, 0.042)
N (-1.298, 2.630, 0.418)
N (1.716, -7.785, 2.014)
N (1.710, -4.928, 2.377)
C (-1.052, 1.818, -3.636)
C (2.007, -4.281, 4.689)
C (-2.055, 4.578, 1.822)
C (1.470, -9.225, 2.016)
C (2.012, -5.514, 1.061)
H (-1.034, 6.973, -6.250)
H (-2.510, 4.415, -2.900)
H (0.038, 7.862, -0.546)
H (0.549, -2.097, -1.158)
H (-0.119, -0.423, -2.808)
H (-0.097, 7.984, -3.036)
H (-0.493, 0.522, 2.031)
H (-1.613, 3.220, -0.356)
H (1.942, -7.334, 2.892)
H (0.979, -4.234, 2.408)
H (-0.022, 1.630, -3.954)
H (-1.675, 0.958, -3.901)
H (-1.424, 2.687, -4.187)
H (0.994, -4.537, 4.992)
H (2.060, -3.226, 4.423)
H (2.698, -4.482, 5.508)
H (-2.978, 4.553, 1.238)
H (-2.335, 4.675, 2.874)
H (0.502, -9.433, 1.554)
H (2.248, -9.732, 1.441)
H (1.474, -9.604, 3.039)
H (1.397, -5.021, 0.308)
H (3.057, -5.309, 0.828)

Charges obtained by Mulliken population analysis, quoted in units of e: number 1, O, carries -0.586; number 2, O, carries -0.667; number 3, O, carries -0.621; number 4, O, carries -0.687; number 5, Cl, carries -0.298; number 6, N, carries -0.341; number 7, O, carries -0.463; number 8, O, carries -0.232; number 9, S, carries -0.135; number 10, C, carries 0.430; number 11, C, carries 0.859; number 12, C, carries 0.558; number 13, C, carries 0.402; number 14, C, carries -0.465; number 15, C, carries 0.377; number 16, C, carries -0.719; number 17, C, carries -0.717; number 18, C, carries -0.651; number 19, C, carries -0.386; number 20, C, carries -0.578; number 21, C, carries 0.238; number 22, C, carries 0.710; number 23, C, carries 0.293; number 24, C, carries 0.160; number 25, N, carries 0.093; number 26, N, carries -0.053; number 27, N, carries 0.025; number 28, C, carries -0.834; number 29, C, carries -1.248; number 30, C, carries -0.727; number 31, C, carries -0.933; number 32, C, carries -0.228; number 33, H, carries 0.353; number 34, H, carries 0.567; number 35, H, carries 0.372; number 36, H, carries 0.402; number 37, H, carries 0.349; number 38, H, carries 0.450; number 39, H, carries 0.532; number 40, H, carries 0.057; number 41, H, carries 0.122; number 42, H, carries 0.212; number 43, H, carries 0.367; number 44, H, carries 0.385; number 45, H, carries 0.140; number 46, H, carries 0.303; number 47, H, carries 0.332; number 48, H, carries 0.340; number 49, H, carries 0.365; number 50, H, carries 0.415; number 51, H, carries 0.292; number 52, H, carries 0.292; number 53, H, carries 0.355; number 54, H, carries 0.201; number 55, H, carries 0.225